No. 1
Here is C4H10NOS2 as an isolated structure from the Open Molecules 2025 dataset. Energies are from the ωB97M-V functional and the def2-TZVPD basis.

Element x y z (Å)
C (-2.0070, -1.2260, 1.8962)
C (1.9982, -0.0676, -0.3550)
C (-1.9164, -0.2877, 0.6920)
C (1.0260, -0.3299, 0.7857)
N (-0.6776, 0.1317, 0.0913)
O (-0.6606, 1.3633, -0.3217)
S (-2.3225, -1.0530, -0.8416)
S (-0.4784, 4.5547, -0.1277)
H (-1.6533, -2.2556, 1.5764)
H (-1.1291, -0.8256, 2.5526)
H (-2.9399, -1.1247, 2.3386)
H (2.8902, 0.1519, 0.0053)
H (1.5724, 0.7901, -0.8873)
H (2.0443, -0.9881, -0.9561)
H (-2.5370, 0.5697, 0.8591)
H (1.0243, -1.3311, 1.0419)
H (-0.6188, 5.0856, 1.0605)
H (-0.4012, 3.2571, 0.2455)

Calculated values
Spin multiplicity: 1
Calculated total energy in eV: -29513.0558
Total charge: -1



No. 2
Here is one molecule with the formula C18H28N2O from the Open Molecules 2025 dataset. Energies are from the ωB97M-V functional and the def2-TZVPD basis.

Element x y z (Å)
C (-6.2925, 3.8703, -1.7743)
N (-4.8742, 4.1926, -2.0133)
C (-3.7890, 3.3198, -1.7677)
C (-2.5822, 3.7315, -2.2741)
C (-1.4435, 2.9595, -2.0162)
C (-1.5380, 1.7155, -1.3399)
C (-0.2597, 0.9790, -1.0289)
C (-0.3079, -0.4820, -1.4703)
C (1.0072, -1.2091, -1.1376)
N (1.2035, -1.1217, 0.3326)
C (2.0858, -2.1875, 0.8846)
C (3.5446, -1.9443, 0.5649)
C (4.4152, -3.1076, 1.0892)
C (4.2471, -3.2078, 2.6158)
C (2.7738, -3.4731, 2.9659)
C (1.8778, -2.3599, 2.4318)
O (0.5269, -2.6328, 2.7283)
C (1.2834, 0.2703, 0.8644)
C (0.0691, 1.0753, 0.4432)
C (-2.8127, 1.2757, -0.9507)
C (-3.9599, 2.0661, -1.1546)
H (-6.4167, 3.6401, -0.6995)
H (-6.5540, 2.9480, -2.2996)
H (-6.9259, 4.7312, -2.0747)
H (-4.6441, 5.1354, -2.3822)
H (-2.5024, 4.6463, -2.8623)
H (-0.4818, 3.3447, -2.2848)
H (0.5865, 1.4762, -1.5892)
H (-1.1207, -1.0049, -0.9994)
H (-0.4986, -0.5348, -2.5498)
H (1.8342, -0.7809, -1.7244)
H (0.8800, -2.2686, -1.4520)
H (1.7964, -3.1546, 0.3858)
H (3.8937, -0.9977, 0.9433)
H (3.7083, -1.9183, -0.5356)
H (4.0849, -4.0679, 0.6430)
H (5.4626, -2.9762, 0.8205)
H (4.5797, -2.3036, 3.1170)
H (4.8481, -4.0744, 3.0162)
H (2.4347, -4.4326, 2.5775)
H (2.6512, -3.5057, 4.0761)
H (2.1027, -1.4010, 2.8769)
H (-0.0022, -2.1737, 2.0702)
H (1.3288, 0.2783, 1.9786)
H (2.1870, 0.7067, 0.4283)
H (0.2823, 2.1328, 0.7126)
H (-0.7916, 0.7360, 1.0247)
H (-2.9584, 0.3381, -0.4455)
H (-4.9395, 1.7514, -0.7647)

Calculated values
Spin multiplicity: 1
Calculated total energy in eV: -24148.0725
Total charge: 0



Strongest force on any atom values, unit eV/Å, following the record order: 5.75; 2.81.
Molecular weight values, unit g/mol, following the record order: 152.264; 288.435.
Energy above the lowest of the compared OMol25 structures with the same formula, charge and spin values, unit kcal/mol, following the record order: 117.26; 20.10.